Entry 1:
Computed, not measured: a molecular structure, C20H19AuCl2N2O2S2Si2, with ωB97M-V/def2-TZVPD.

Summary:
- HOMO-LUMO gap (hartree) = 0.218
- net charge = -2
- DFT total energy (eV) = -94291.39441
- energy relative to the best compared isomer or geometry (same formula, charge and spin) (kcal per mole) = 13.5
- highest occupied orbital energy (eV) = -1.5

Structure (XYZ):
```
50
Properties=species:S:1:pos:R:3:lowdin_charge:R:1
Au -0.747 -0.605 0.522 0.653
Cl 1.996 -5.304 0.852 0.548
Cl 3.315 -3.654 2.884 0.531
S -1.527 -2.947 -0.510 0.510
S -2.999 -0.255 -1.486 0.513
Si 1.013 0.210 1.968 0.497
Si -1.187 1.685 0.018 0.393
O -0.272 -3.342 2.950 -0.020
O 0.963 -2.389 1.289 -0.247
N 0.486 -4.378 -6.168 0.122
N -0.994 -0.759 -7.285 0.117
C 0.686 -3.244 2.172 -0.852
C 1.247 4.219 3.155 -0.119
C 1.760 -4.369 2.346 -0.991
C 1.085 -0.429 3.725 -0.190
C -0.402 4.087 1.415 -0.110
C -0.820 -3.237 -3.127 -0.081
C 2.663 0.018 1.094 -0.202
C 1.435 2.846 3.049 -0.110
C -0.452 2.228 -1.629 -0.207
C -0.034 -3.692 -5.407 -0.205
C 0.319 4.845 2.330 -0.117
C -1.206 -1.600 -4.848 -0.224
C -0.210 2.704 1.295 -0.317
C -2.938 2.372 0.147 -0.269
C -0.692 -2.842 -4.453 -0.223
C -1.450 -2.441 -2.160 -0.755
C 0.719 2.077 2.119 -0.318
C -1.079 -1.144 -6.204 -0.211
C -2.052 -1.211 -2.579 -0.750
C -1.874 -0.814 -3.911 -0.093
H -3.326 2.276 1.169 0.028
H -3.607 1.837 -0.529 -0.067
H 1.823 4.799 3.868 0.086
H 1.447 -5.053 3.117 0.041
H 0.163 5.917 2.400 0.086
H -0.700 3.280 -1.824 0.027
H -0.413 -4.192 -2.823 0.102
H 0.120 -0.296 4.223 0.037
H 2.745 -0.990 0.683 0.013
H 1.308 -1.497 3.735 -0.004
H 0.642 2.130 -1.624 0.024
H -2.943 3.433 -0.124 0.016
H 1.856 0.093 4.302 0.022
H -1.127 4.587 0.775 0.087
H 2.740 0.742 0.275 0.021
H 2.164 2.362 3.698 0.088
H -0.850 1.621 -2.442 -0.004
H -2.295 0.131 -4.228 0.098
H 3.500 0.183 1.784 0.026
```

***

Entry 2:
Computed, not measured: a molecular structure, C4H7NO at a distorted geometry, with ωB97M-V/def2-TZVPD.

Summary:
- HOMO-LUMO gap (hartree) = 0.367
- DFT total energy (eV) = -7796.29802
- energy relative to the best compared isomer or geometry (same formula, charge and spin) (kcal per mole) = 77.2
- highest occupied orbital energy (eV) = -9.0

Structure (XYZ):
```
13
Properties=species:S:1:pos:R:3:lowdin_charge:R:1
O -0.843 2.097 -0.835 0.132
N -1.220 0.087 0.474 -0.019
C 1.285 0.330 0.581 -0.089
C -0.544 -1.058 -0.175 -0.146
C -0.582 0.983 -0.498 -0.456
C 0.502 -0.058 -0.694 -0.247
H -2.180 0.086 0.778 0.135
H 0.962 -0.230 -1.678 0.144
H 1.958 1.187 0.333 0.077
H 0.084 0.376 1.271 0.185
H -1.197 -1.465 -0.943 0.113
H 1.935 -0.493 0.901 0.053
H -0.161 -1.843 0.485 0.118
```

***

Entry 3:
Computed, not measured: a single C2H4N2 molecule at a distorted geometry, with ωB97M-V/def2-TZVPD.

Summary:
- HOMO-LUMO gap (hartree) = 0.351
- DFT total energy (eV) = -5113.63245
- energy relative to the best compared isomer or geometry (same formula, charge and spin) (kcal per mole) = 122.9
- SMILES = NN1C=C1
- highest occupied orbital energy (eV) = -8.4

Structure (XYZ):
```
8
Properties=species:S:1:pos:R:3:lowdin_charge:R:1
N -0.605 0.209 0.488 -0.042
N 0.670 -0.892 0.983 0.015
C 0.006 1.157 -0.353 -0.094
C -0.736 0.301 -0.971 -0.050
H 0.373 -1.241 1.847 -0.013
H -1.133 0.091 -1.953 0.094
H 0.744 -1.543 0.213 0.012
H 0.681 1.918 -0.252 0.077
```

***

Entry 4:
Computed, not measured: a molecular structure, C3H5IrO4 at a distorted geometry, with ωB97M-V/def2-TZVPD.

Summary:
- HOMO-LUMO gap (alpha / beta) (hartree) = 0.366 / 0.283
- net charge = +1
- DFT total energy (eV) = -14206.43304
- spin multiplicity = 6
- energy relative to the best compared isomer or geometry (same formula, charge and spin) (kcal per mole) = 0.0
- highest occupied orbital energy (alpha / beta) (eV) = -13.8 / -16.1

Structure (XYZ):
```
13
Properties=species:S:1:pos:R:3:mulliken_spin:R:1
Ir 0.439 2.193 -0.072 4.479
O -0.538 0.338 0.964 0.068
O 2.778 1.341 -1.955 0.012
O 0.501 0.468 -1.006 0.406
O 2.463 -0.887 -2.435 0.022
C 2.336 0.246 -2.157 -0.023
C -0.141 -0.418 -0.192 -0.016
C -1.611 -0.207 1.700 0.001
H -1.801 0.455 2.551 0.002
H 0.504 -1.254 0.142 0.021
H -1.057 -0.796 -0.690 0.021
H -1.353 -1.212 2.070 0.007
H -2.520 -0.265 1.080 0.001
```

***

Entry 5:
Computed, not measured: a molecular structure, C3H8N4 at a distorted geometry, with ωB97M-V/def2-TZVPD.

Summary:
- HOMO-LUMO gap (hartree) = 0.359
- DFT total energy (eV) = -9196.04258
- energy relative to the best compared isomer or geometry (same formula, charge and spin) (kcal per mole) = 128.9
- highest occupied orbital energy (eV) = -9.3

Structure (XYZ):
```
15
Properties=species:S:1:pos:R:3:lowdin_charge:R:1
N 0.125 1.973 -0.161 -0.056
N -1.051 1.040 -0.312 -0.135
N 1.393 -0.869 0.600 -0.007
N -0.063 -0.954 -1.198 0.068
C 1.138 -0.726 -0.634 -0.393
C 0.135 -1.073 1.381 -0.133
C -0.971 -0.055 -0.993 -0.352
H 0.438 2.332 -1.252 0.142
H 2.071 -0.561 -1.234 0.120
H -0.493 -1.788 1.004 0.036
H 0.563 -1.394 2.325 0.067
H -1.928 -0.519 -1.348 0.132
H -0.510 -0.137 1.434 0.074
H -2.041 1.436 0.280 0.260
H 1.193 1.294 0.109 0.176
```

***

Entry 6:
Computed, not measured: 3 unconnected molecules or ions with the total composition C26H49BBrN5O3 at a distorted geometry, with ωB97M-V/def2-TZVPD.

Summary:
- HOMO-LUMO gap (alpha / beta) (hartree) = 0.300 / 0.338
- DFT total energy (eV) = -112068.07658
- spin multiplicity = 3
- highest occupied orbital energy (alpha / beta) (eV) = -7.9 / -9.0

Structure (XYZ):
```
85
Properties=species:S:1:pos:R:3:mulliken_spin:R:1
Br -1.631 -1.867 4.836 0.005
O 1.403 -5.878 7.385 0.000
O -1.627 -0.752 1.457 0.546
O -0.252 2.122 -4.534 0.529
N -0.986 -0.469 0.373 0.385
N -1.125 -4.801 9.362 0.000
N 3.079 -4.186 6.948 0.000
N -0.271 2.240 -5.819 0.395
N 1.969 -1.513 5.566 0.000
C -1.358 3.168 -6.262 0.015
C 0.733 -3.518 8.060 0.000
C -1.773 2.901 -7.720 0.012
C 1.486 -2.660 9.121 0.000
C 1.320 -0.547 -0.595 0.019
C -0.023 -4.643 4.596 0.000
C -1.723 0.537 -0.452 -0.027
C -0.307 -4.232 8.792 0.000
C 2.086 1.603 -5.560 -0.008
C 1.514 3.916 -6.292 0.022
C -1.168 -3.082 6.308 0.000
C -0.896 4.615 -6.100 0.026
C -2.596 2.915 -5.412 -0.009
C 1.105 2.442 -6.371 0.018
C 0.707 1.208 1.111 0.030
C -1.025 -4.485 5.743 -0.001
C -1.482 1.938 0.106 0.029
C 0.468 -0.232 0.648 0.017
C 1.101 -1.958 6.167 0.000
C 0.925 -1.193 1.740 -0.024
C -1.300 0.480 -1.929 0.047
C -3.210 0.212 -0.414 -0.009
C 0.443 4.891 -6.781 -0.018
C 0.073 -2.523 7.041 0.000
C 1.196 1.934 -7.821 0.013
C 0.002 2.266 0.263 -0.026
B 1.799 -4.557 7.430 0.000
H -0.340 0.941 -2.134 0.006
H -0.804 4.843 -5.033 0.004
H -2.023 -3.004 6.967 0.000
H -1.968 2.023 1.084 0.004
H 0.842 -1.864 9.485 0.000
H 2.178 1.957 -4.536 0.004
H -2.020 1.022 -2.541 0.002
H -3.741 0.915 -1.055 0.000
H -3.398 -0.798 -0.782 -0.002
H 1.780 0.557 -5.534 0.001
H 1.756 4.159 -5.253 0.006
H 0.365 1.305 2.146 0.005
H 0.481 2.356 -0.716 0.002
H -1.269 -0.550 -2.287 -0.013
H 0.700 -2.227 1.473 -0.001
H -2.008 -4.769 5.369 0.000
H 1.048 -1.519 -1.008 -0.009
H 2.242 1.882 -8.123 0.001
H 0.774 0.932 -7.903 -0.010
H 2.372 -0.587 -0.312 0.001
H -1.904 1.832 -7.896 -0.009
H 2.003 -1.098 1.866 0.000
H 0.109 3.241 0.743 0.001
H -3.405 3.554 -5.765 0.000
H -2.426 3.141 -4.361 0.004
H 3.069 1.663 -6.026 0.000
H -1.668 5.278 -6.495 0.000
H 2.432 4.051 -6.866 -0.001
H -1.964 2.667 -0.549 0.002
H 0.881 -4.052 4.720 0.000
H 1.783 1.392 1.121 0.000
H -3.624 0.292 0.589 0.001
H -0.783 -5.200 6.523 0.000
H 0.700 2.576 -8.544 0.001
H -0.269 -1.671 7.633 0.000
H 3.848 -4.811 7.134 0.000
H -2.725 3.392 -7.918 0.000
H 2.381 -2.207 8.705 0.000
H 1.767 -3.289 9.962 0.000
H 0.460 -0.982 2.700 0.012
H 0.759 5.912 -6.558 0.001
H 0.293 -5.685 4.566 0.000
H 3.354 -3.219 7.026 0.000
H -0.472 -4.426 3.632 0.000
H 0.342 4.837 -7.868 -0.002
H 2.169 -6.462 7.425 0.000
H 1.240 0.195 -1.385 0.001
H -1.073 3.287 -8.456 0.000
H -2.919 1.876 -5.492 0.000
```

***

Entry 7:
Computed, not measured: a single C3H9N3O molecule at a distorted geometry, with ωB97M-V/def2-TZVPD.

Summary:
- HOMO-LUMO gap (hartree) = 0.336
- DFT total energy (eV) = -9771.95076
- energy relative to the best compared isomer or geometry (same formula, charge and spin) (kcal per mole) = 82.8
- SMILES = [H]/N=C(\N)CN(C)O
- highest occupied orbital energy (eV) = -8.4

Structure (XYZ):
```
16
Properties=species:S:1:pos:R:3:lowdin_charge:R:1
O -1.656 1.328 -0.572 -0.063
N 0.788 1.454 0.567 0.124
N 2.278 0.001 -0.511 0.090
N -1.533 -0.122 -0.523 -0.254
C -1.995 -0.563 0.750 -0.097
C 0.961 0.485 -0.216 -0.370
C -0.212 -0.432 -0.917 -0.118
H -0.827 1.600 -0.142 0.011
H 2.917 0.853 -0.547 0.121
H -1.938 -1.673 0.934 0.111
H 2.494 -0.632 -1.213 0.045
H -0.180 -1.468 -0.785 0.096
H -1.477 -0.049 1.591 0.089
H -0.151 -0.295 -2.017 0.129
H 1.565 1.940 0.896 0.044
H -2.905 -0.155 0.911 0.040
```

***

Entry 8:
Computed, not measured: a gas-phase ion, C13H10BF18N4O3S (charge +1) at a distorted geometry, with ωB97M-V/def2-TZVPD.

Summary:
- HOMO-LUMO gap (hartree) = 0.418
- net charge = +1
- DFT total energy (eV) = -86166.04835
- highest occupied orbital energy (eV) = -14.9

Structure (XYZ):
```
50
Properties=species:S:1:pos:R:3:lowdin_charge:R:1
S -4.496 -1.567 -0.409 0.804
F 1.088 2.401 -2.539 0.193
F 2.673 3.012 -4.309 0.178
F -5.981 -1.369 0.139 -0.122
F -4.473 -0.027 -0.856 -0.134
F -4.589 -3.094 -0.001 -0.111
F 4.011 4.177 -3.029 0.207
F 1.730 3.975 -1.169 0.174
F -3.771 -3.068 2.578 0.148
F 0.661 4.965 -3.486 0.205
F 2.160 5.361 -4.936 0.229
F -3.039 -1.742 -1.035 -0.137
F 3.762 2.748 -0.416 0.218
F -2.179 -2.953 1.146 0.096
F -2.988 -0.012 1.078 0.123
F 2.344 6.122 -2.914 0.210
F -5.096 -1.930 -1.827 -0.104
F 3.969 1.615 -2.231 0.224
F -4.680 -0.740 2.086 0.166
O 2.513 2.756 2.504 0.314
O 2.792 -3.348 -1.120 0.206
O 0.413 -3.251 -1.004 0.168
N 0.929 2.076 0.839 0.251
N 1.045 -0.288 0.232 0.100
N 2.634 -0.282 -1.301 0.253
N 2.388 0.947 -0.819 0.080
C 1.741 2.372 1.762 -0.199
C 0.459 -1.765 2.151 -0.129
C 1.955 5.122 -3.671 -0.605
C 1.440 0.995 0.122 -0.202
C -2.010 -1.650 3.100 -0.052
C 3.128 2.099 -1.362 -0.442
C 2.119 3.076 -2.066 -0.374
C -0.038 -0.738 1.128 -0.092
C -2.939 -2.213 1.983 -0.474
C 1.779 -1.048 -0.642 -0.042
C 2.764 3.840 -3.270 -0.378
C -3.721 -1.102 1.257 -0.474
C -0.624 -2.322 3.132 -0.139
B 1.652 -2.615 -0.920 -0.533
H 0.108 -3.521 -0.131 0.094
H -2.488 -1.871 4.057 0.139
H 1.243 -1.267 2.736 0.124
H -0.845 -1.081 0.477 0.123
H -1.918 -0.564 3.059 0.119
H 0.959 -2.627 1.691 0.105
H -0.404 0.138 1.664 0.122
H -0.239 -2.158 4.143 0.121
H 2.741 -4.177 -0.637 0.125
H -0.682 -3.407 3.033 0.122
```